a) ORCA calculation (ωB97M-V/def2-TZVPD) on 2 unconnected molecules or ions with the total composition C5H10.

Net charge: 0
Orbital gap in eV: 11.0
E_LUMO in eV: 1.2841

Structure (XYZ):
```
15
C5H10 | the Open Molecules 2025 dataset | ωB97M-V/def2-TZVPD
C -0.2296 -1.7058 0.7747
C -1.2348 -0.8343 0.7873
C -1.1290 0.5924 1.2409
H 0.7680 -1.4231 1.1074
H -0.3638 -2.7317 0.4424
H -2.2206 -1.1624 0.4543
H -1.7094 0.7540 2.1578
H -1.5265 1.2777 0.4826
H -0.0887 0.8726 1.4321
C 1.8472 0.5926 -1.1768
C 0.6794 0.8592 -1.7496
H 2.6901 1.2767 -1.2383
H 2.0051 -0.3302 -0.6230
H -0.1540 0.1643 -1.6744
H 0.5104 1.7768 -2.3081
```

=====

b) ORCA calculation (ωB97M-V/def2-TZVPD) on 2 unconnected molecules or ions with the total composition C5H10.

Net charge: 0
Orbital gap in eV: 8.7
E_LUMO in eV: 0.4458

Structure (XYZ):
```
15
C5H10 | the Open Molecules 2025 dataset | ωB97M-V/def2-TZVPD
C 1.8838 0.5570 0.0679
C 0.5244 -0.0599 -0.0349
C -0.3956 0.1560 -0.9444
C 0.4114 -0.7758 -1.6313
H 2.3360 0.7544 -0.9104
H 2.6455 -0.0219 0.6063
H 1.8319 1.5357 0.5559
H -1.4409 0.4465 -0.9790
H 0.0785 -1.7961 -1.7427
H 1.2826 -0.4547 -2.1725
C -2.1298 0.0788 1.8761
H -1.0548 0.0571 1.7291
H -2.3371 -0.8569 2.4288
H -2.5302 0.8449 2.5520
H -2.7580 -0.0577 0.9919
```

=====

Most favorable structure: a). The second most favorable one is 69.9 kcal/mol above it.